1.
{"formula": "C43H86Br4O19", "method": "the ωB97M-V functional and the def2-TZVPD basis", "elements": ["C", "C", "O", "C", "C", "O", "H", "H", "H", "H", "H", "H", "H", "H", "C", "C", "O", "C", "C", "O", "H", "H", "H", "H", "H", "H", "H", "H", "C", "C", "O", "C", "C", "O", "H", "H", "H", "H", "H", "H", "H", "H", "C", "C", "O", "C", "C", "O", "H", "H", "H", "H", "H", "H", "H", "H", "C", "C", "O", "C", "C", "O", "H", "H", "H", "H", "H", "H", "H", "H", "C", "C", "O", "C", "C", "O", "H", "H", "H", "H", "H", "H", "H", "H", "C", "C", "O", "C", "C", "O", "H", "H", "H", "H", "H", "H", "H", "H", "C", "C", "O", "C", "C", "O", "H", "H", "H", "H", "H", "H", "H", "H", "C", "C", "O", "C", "C", "O", "H", "H", "H", "H", "H", "H", "H", "H", "C", "C", "C", "O", "H", "H", "H", "H", "H", "H", "Br", "C", "C", "Br", "H", "H", "H", "H", "Br", "C", "C", "Br", "H", "H", "H", "H"], "positions_angstrom": [[3.344, -3.008, 3.292], [4.088, -2.679, 1.958], [5.459, -3.019, 1.918], [6.356, -2.189, 2.600], [7.810, -2.590, 2.436], [6.077, -1.191, 3.230], [2.280, -3.231, 3.211], [3.490, -2.190, 3.998], [3.762, -3.926, 3.705], [3.588, -3.159, 1.116], [3.971, -1.606, 1.810], [8.422, -2.079, 3.179], [8.260, -2.343, 1.474], [7.825, -3.669, 2.594], [7.280, -8.478, -4.566], [6.324, -7.934, -3.550], [6.175, -8.757, -2.414], [6.847, -8.520, -1.288], [6.665, -9.621, -0.292], [7.430, -7.438, -0.958], [7.255, -7.993, -5.542], [7.181, -9.559, -4.659], [8.298, -8.196, -4.294], [6.614, -6.915, -3.294], [5.338, -7.926, -4.015], [7.037, -9.458, 0.719], [7.244, -10.452, -0.694], [5.652, -10.012, -0.382], [3.941, -6.422, -0.449], [2.536, -6.656, 0.067], [1.666, -5.847, -0.736], [0.376, -5.998, -0.580], [-0.479, -5.175, -1.544], [-0.164, -6.760, 0.200], [4.030, -5.342, -0.569], [4.070, -6.889, -1.425], [4.696, -6.778, 0.253], [2.287, -7.715, 0.002], [2.414, -6.383, 1.116], [-1.375, -4.905, -0.985], [-0.722, -5.763, -2.430], [-0.041, -4.239, -1.891], [12.234, 3.422, -3.288], [11.199, 3.848, -4.287], [10.026, 3.095, -4.090], [9.332, 2.644, -5.210], [8.273, 1.557, -4.974], [9.663, 2.891, -6.375], [13.211, 3.889, -3.416], [12.494, 2.381, -3.477], [11.971, 3.513, -2.234], [11.074, 4.931, -4.286], [11.642, 3.790, -5.281], [7.662, 1.390, -5.861], [7.674, 1.890, -4.126], [8.734, 0.618, -4.667], [7.283, 2.799, 1.731], [6.773, 1.628, 0.833], [7.477, 1.472, -0.406], [8.654, 0.887, -0.357], [9.276, 0.748, -1.747], [9.221, 0.349, 0.618], [8.321, 2.595, 1.991], [6.665, 2.821, 2.629], [7.198, 3.757, 1.218], [6.644, 0.684, 1.362], [5.761, 1.883, 0.520], [8.747, 1.356, -2.480], [9.146, -0.276, -2.099], [10.318, 1.068, -1.732], [13.971, -4.078, -4.552], [15.116, -4.519, -5.470], [16.394, -4.602, -4.775], [17.165, -3.508, -4.645], [18.377, -3.790, -3.836], [16.909, -2.383, -4.997], [13.878, -4.839, -3.778], [13.045, -4.059, -5.126], [13.976, -3.095, -4.081], [14.786, -5.487, -5.845], [15.199, -3.948, -6.395], [18.316, -3.243, -2.895], [19.302, -3.449, -4.302], [18.538, -4.837, -3.579], [5.285, -1.253, -6.039], [4.087, -1.487, -5.089], [2.986, -1.710, -5.946], [1.760, -1.768, -5.479], [0.721, -2.088, -6.520], [1.434, -1.536, -4.283], [5.303, -0.224, -6.398], [5.391, -1.999, -6.827], [6.232, -1.417, -5.525], [4.184, -2.367, -4.453], [4.016, -0.707, -4.330], [1.193, -2.287, -7.482], [0.022, -1.252, -6.545], [0.274, -2.997, -6.117], [6.437, -3.235, -1.337], [7.498, -4.271, -1.743], [8.752, -3.805, -2.143], [8.891, -3.188, -3.390], [10.309, -2.694, -3.528], [8.027, -2.887, -4.234], [5.627, -3.826, -0.909], [6.104, -2.639, -2.187], [6.682, -2.419, -0.657], [7.711, -4.837, -0.836], [7.106, -4.993, -2.459], [10.708, -2.576, -2.520], [10.337, -1.693, -3.960], [10.891, -3.403, -4.117], [11.382, -5.897, -7.036], [10.754, -6.013, -5.641], [10.802, -7.393, -5.128], [11.692, -7.783, -4.210], [11.682, -9.318, -3.940], [12.513, -7.050, -3.626], [11.158, -6.743, -7.686], [12.461, -5.955, -6.890], [11.094, -4.915, -7.411], [11.213, -5.291, -4.965], [9.715, -5.687, -5.696], [11.224, -9.597, -2.991], [12.674, -9.764, -4.006], [11.092, -9.805, -4.716], [12.974, -2.833, -0.390], [12.552, -2.408, 0.944], [11.210, -2.869, 1.555], [13.204, -1.545, 1.508], [12.967, -1.954, -1.034], [12.262, -3.580, -0.742], [13.945, -3.327, -0.390], [11.136, -2.731, 2.633], [11.112, -3.924, 1.298], [10.442, -2.248, 1.094], [3.286, 2.154, -1.500], [2.577, 0.292, -1.330], [3.716, -0.708, -1.278], [2.944, -2.555, -1.436], [2.044, 0.129, -2.267], [1.918, 0.212, -0.465], [4.232, -0.713, -0.318], [4.515, -0.538, -2.000], [11.616, -1.690, -6.399], [12.747, -0.334, -7.371], [14.089, -1.030, -7.799], [15.338, 0.170, -8.664], [12.905, 0.472, -6.655], [12.252, 0.112, -8.234], [13.950, -1.914, -8.422], [14.523, -1.484, -6.909]], "lowdin_charge": [-0.05, -0.26, -0.04, -0.47, 0.02, 0.09, 0.07, 0.07, 0.07, 0.04, 0.10, 0.09, 0.06, 0.09, -0.06, -0.23, -0.01, -0.49, 0.01, 0.04, 0.09, 0.09, 0.06, 0.10, 0.13, 0.09, 0.09, 0.09, -0.05, -0.21, -0.01, -0.55, 0.02, 0.09, 0.03, 0.08, 0.09, 0.12, 0.13, 0.09, 0.09, 0.06, -0.07, -0.27, -0.02, -0.43, 0.02, 0.07, 0.08, 0.07, 0.08, 0.12, 0.12, 0.09, 0.08, 0.08, -0.04, -0.20, 0.01, -0.50, 0.04, 0.06, 0.07, 0.08, 0.07, 0.10, 0.08, 0.04, 0.08, 0.09, -0.08, -0.18, 0.00, -0.55, 0.01, 0.10, 0.07, 0.01, 0.08, 0.11, 0.11, 0.09, 0.09, 0.08, -0.04, -0.21, 0.01, -0.51, 0.02, 0.00, 0.07, 0.08, 0.05, 0.11, 0.11, 0.09, 0.09, 0.09, -0.07, -0.23, -0.02, -0.44, -0.03, 0.06, 0.03, 0.05, 0.07, 0.11, 0.10, 0.08, 0.02, 0.04, -0.05, -0.18, -0.02, -0.47, 0.02, 0.05, 0.08, 0.06, 0.07, 0.08, 0.12, 0.08, 0.08, 0.07, -0.03, -0.49, -0.01, 0.05, 0.09, 0.07, 0.10, 0.08, 0.08, 0.06, 0.59, -0.64, -0.61, 0.72, 0.03, 0.06, 0.04, 0.05, 0.68, -0.58, -0.72, 0.63, 0.05, 0.06, 0.05, 0.03], "homo_ev": -9.2380}

2.
{"formula": "C23H46N5O4", "method": "the ωB97M-V functional and the def2-TZVPD basis", "elements": ["C", "C", "C", "N", "C", "C", "C", "C", "C", "C", "C", "C", "H", "H", "H", "H", "H", "H", "H", "H", "H", "H", "H", "H", "H", "H", "H", "H", "H", "H", "C", "O", "N", "C", "C", "H", "H", "H", "H", "H", "H", "H", "C", "O", "N", "C", "C", "H", "H", "H", "H", "H", "H", "H", "C", "O", "N", "C", "C", "H", "H", "H", "H", "H", "H", "H", "C", "O", "N", "C", "C", "H", "H", "H", "H", "H", "H", "H"], "positions_angstrom": [[-1.782, -5.206, -3.101], [-0.479, -4.798, -2.684], [0.704, -4.054, -1.788], [0.807, -2.687, -1.864], [1.860, -1.942, -1.017], [0.864, -0.889, -0.190], [1.532, -0.388, 1.249], [0.512, 0.417, -1.117], [-0.899, 0.322, -1.947], [-2.196, -0.150, -1.048], [2.465, -3.239, -0.188], [1.818, -4.673, -0.755], [-2.876, -5.541, -3.439], [0.097, -2.272, -2.525], [2.590, -1.378, -1.764], [-0.076, -1.540, 0.116], [1.950, 0.713, 1.207], [0.615, -0.352, 2.011], [2.289, -1.158, 1.699], [0.505, 1.446, -0.530], [1.371, 0.537, -1.936], [-0.833, -0.319, -2.929], [-1.145, 1.433, -2.308], [-2.131, 0.182, 0.076], [-3.180, 0.194, -1.595], [-2.196, -1.337, -1.071], [1.888, -3.131, 0.846], [3.633, -3.234, 0.037], [2.657, -5.209, -1.375], [1.366, -5.269, 0.176], [-4.287, 3.233, -2.426], [-4.026, 2.037, -2.478], [-4.409, 3.974, -1.270], [-4.720, 5.388, -1.293], [-4.219, 3.320, 0.008], [-4.450, 3.827, -3.340], [-3.908, 5.937, -0.808], [-5.653, 5.554, -0.746], [-4.836, 5.750, -2.318], [-3.213, 2.893, 0.044], [-4.950, 2.511, 0.105], [-4.346, 4.032, 0.829], [-1.339, -8.554, 3.735], [-2.465, -8.354, 4.172], [-0.667, -7.735, 2.852], [0.667, -8.042, 2.381], [-1.315, -6.529, 2.380], [-0.756, -9.442, 4.029], [1.338, -7.226, 2.665], [0.644, -8.137, 1.292], [1.033, -8.976, 2.816], [-1.555, -5.894, 3.239], [-2.246, -6.800, 1.872], [-0.664, -5.985, 1.691], [4.986, -1.939, 3.379], [4.212, -2.150, 2.454], [5.865, -0.880, 3.460], [6.750, -0.700, 4.591], [5.905, 0.083, 2.380], [5.036, -2.611, 4.252], [6.533, 0.264, 5.060], [7.784, -0.712, 4.236], [6.614, -1.496, 5.329], [4.916, 0.537, 2.270], [6.161, -0.435, 1.450], [6.646, 0.861, 2.583], [-2.628, 7.912, -1.786], [-3.754, 8.112, -1.349], [-1.956, 8.731, -2.668], [-0.622, 8.424, -3.139], [-2.604, 9.937, -3.140], [-2.045, 7.024, -1.491], [0.049, 9.240, -2.855], [-0.645, 8.329, -4.229], [-0.256, 7.490, -2.705], [-2.844, 10.572, -2.282], [-3.535, 9.666, -3.648], [-1.953, 10.481, -3.830]], "lowdin_charge": [0.14, 0.02, -0.09, 0.09, -0.17, -0.28, -0.08, -0.19, -0.26, -0.14, -0.10, -0.06, 0.10, 0.16, 0.17, 0.14, 0.09, 0.10, 0.05, 0.13, 0.12, 0.10, 0.12, 0.09, 0.07, 0.06, 0.12, 0.14, 0.14, 0.13, -0.31, -0.03, -0.20, -0.06, -0.05, 0.13, 0.06, 0.10, 0.09, 0.08, 0.10, 0.09, -0.32, 0.02, -0.21, -0.07, -0.05, 0.13, 0.08, 0.08, 0.09, 0.10, 0.10, 0.06, -0.30, -0.03, -0.20, -0.06, -0.04, 0.14, 0.09, 0.09, 0.09, 0.09, 0.09, 0.09, -0.33, -0.01, -0.21, -0.06, -0.05, 0.13, 0.09, 0.09, 0.08, 0.10, 0.10, 0.09], "homo_ev": -10.7337, "total_charge": 1}

3.
{"formula": "C19H57O10", "method": "the ωB97M-V functional and the def2-TZVPD basis", "elements": ["C", "O", "H", "H", "H", "C", "C", "O", "H", "H", "H", "H", "H", "H", "C", "C", "O", "H", "H", "H", "H", "H", "H", "C", "C", "O", "H", "H", "H", "H", "H", "H", "C", "C", "O", "H", "H", "H", "H", "H", "H", "C", "C", "O", "H", "H", "H", "H", "H", "H", "C", "C", "O", "H", "H", "H", "H", "H", "H", "C", "C", "O", "H", "H", "H", "H", "H", "H", "C", "C", "O", "H", "H", "H", "H", "H", "H", "C", "C", "O", "H", "H", "H", "H", "H", "H"], "positions_angstrom": [[0.221, -0.093, 0.018], [-1.001, 0.333, -0.404], [0.394, 0.176, 1.106], [0.370, -1.200, 0.033], [1.070, 0.442, -0.471], [-1.734, 2.363, -3.091], [-1.772, 1.012, -3.766], [-3.123, 0.541, -3.620], [-2.426, 3.077, -3.543], [-0.751, 2.853, -3.162], [-1.886, 2.250, -2.020], [-1.041, 0.376, -3.265], [-1.630, 1.082, -4.850], [-3.491, 0.290, -4.468], [1.049, 3.094, 4.340], [1.243, 1.592, 4.451], [2.482, 1.338, 5.139], [0.094, 3.353, 3.872], [1.830, 3.535, 3.724], [1.028, 3.556, 5.331], [1.375, 1.184, 3.448], [0.410, 1.063, 4.915], [2.342, 1.524, 6.071], [2.106, -4.140, 0.048], [1.207, -4.148, -1.185], [-0.130, -4.286, -0.712], [2.090, -5.132, 0.515], [1.699, -3.448, 0.782], [3.173, -3.994, -0.137], [1.535, -5.026, -1.748], [1.369, -3.233, -1.752], [-0.403, -5.192, -0.874], [3.820, 0.387, -1.676], [3.504, -0.955, -2.342], [3.984, -0.947, -3.681], [3.316, 0.526, -0.721], [3.434, 1.201, -2.298], [4.906, 0.462, -1.635], [2.429, -1.150, -2.345], [4.010, -1.724, -1.759], [3.396, -0.416, -4.223], [0.007, 4.946, 0.660], [0.119, 3.447, 0.460], [-1.148, 2.894, 0.767], [-0.782, 5.353, 0.020], [0.911, 5.542, 0.561], [-0.440, 5.099, 1.651], [0.882, 2.958, 1.077], [0.410, 3.264, -0.584], [-1.014, 1.928, 0.552], [-0.833, -2.974, -4.262], [-2.012, -3.404, -3.360], [-2.042, -2.689, -2.156], [-1.118, -2.154, -4.926], [-0.577, -3.815, -4.911], [0.003, -2.583, -3.682], [-1.904, -4.486, -3.185], [-2.924, -3.237, -3.933], [-1.169, -2.793, -1.761], [-4.194, 4.462, 0.000], [-4.708, 3.033, 0.149], [-3.760, 2.100, -0.343], [-4.985, 5.203, 0.159], [-3.756, 4.573, -0.992], [-3.421, 4.697, 0.734], [-5.637, 2.907, -0.410], [-4.906, 2.778, 1.199], [-2.904, 2.387, 0.000], [3.283, -1.679, 2.732], [3.968, -0.415, 2.224], [4.633, 0.207, 3.342], [4.021, -2.406, 3.080], [2.790, -2.164, 1.888], [2.600, -1.500, 3.561], [3.246, 0.268, 1.778], [4.785, -0.735, 1.579], [3.934, 0.683, 3.803], [-1.579, -2.758, 2.442], [-2.822, -3.010, 1.609], [-3.578, -1.794, 1.450], [-1.080, -3.703, 2.674], [-1.882, -2.206, 3.337], [-0.833, -2.115, 1.971], [-3.574, -3.662, 2.071], [-2.559, -3.387, 0.622], [-3.954, -1.592, 2.310]], "lowdin_charge": [-0.41, -0.35, 0.04, 0.04, 0.04, -0.10, -0.31, -0.08, 0.07, 0.07, 0.04, 0.09, 0.10, 0.06, -0.09, -0.28, -0.10, 0.07, 0.08, 0.07, 0.09, 0.11, 0.08, -0.09, -0.30, -0.08, 0.07, 0.05, 0.07, 0.11, 0.09, 0.09, -0.09, -0.32, -0.09, 0.04, 0.07, 0.07, 0.10, 0.10, 0.08, -0.10, -0.34, -0.13, 0.07, 0.06, 0.06, 0.10, 0.11, 0.04, -0.08, -0.33, -0.07, 0.06, 0.06, 0.06, 0.09, 0.11, 0.04, -0.10, -0.32, -0.08, 0.06, 0.07, 0.06, 0.10, 0.10, 0.03, -0.08, -0.29, -0.10, 0.07, 0.04, 0.07, 0.10, 0.11, 0.03, -0.09, -0.30, -0.08, 0.07, 0.07, 0.06, 0.10, 0.09, 0.06], "homo_ev": -3.2810, "total_charge": -1}

| no. | frontier orbital gap (eV) | molecular weight (g mol⁻¹) |
| --- | --- | --- |
| 1 | 9.529 | 1226.8 |
| 2 | 6.176 | 456.7 |
| 3 | 5.859 | 445.7 |